Density functional theory data (ωB97M-V/def2-TZVPD) for one molecule with the formula CH3FO3.

The geometry in XYZ format:
```
8
Properties=species:S:1:pos:R:3:forces:R:3
O -0.19049 0.95237 -0.86809 -0.3075 -1.1911 -2.6605
C 0.24981 0.02534 0.04456 1.2469 1.5337 -1.7646
O -0.12416 -1.18812 -0.41567 0.2542 0.2921 -1.4459
O -0.09582 0.36500 1.29655 -0.9128 0.3068 1.4470
F 1.65484 -0.00271 -0.00526 -0.5426 0.2530 0.4065
H -0.28211 0.41525 -1.76588 0.2737 1.8263 2.7574
H -0.45052 -1.66141 0.29454 -1.0707 -1.9054 2.2436
H -0.76157 1.09428 1.41924 1.0588 -1.1154 -0.9836
```
Forces are in eV/Å.

Calculated values
Spin multiplicity: 1
LUMO level: 0.478 eV
Energy above the lowest of the compared OMol25 structures with the same formula, charge and spin: 74.9 kJ/mol
Structure (SMILES): OC(O)(O)F
Gap between HOMO and LUMO: 0.4469 Eh
Energy: -9945.6270 eV
Charge: 0
HOMO: -11.68 eV

Atom charges from the Löwdin analysis, given in e for atoms 1 to 4:
1. O 0.061
2. C -0.799
3. O 0.134
4. O 0.118

Density functional theory data (ωB97M-V/def2-TZVPD) for a 2-piece molecular cluster, CH3FOS overall.

The geometry in XYZ format:
```
7
Properties=species:S:1:pos:R:3:forces:R:3
C 1.82585 -0.17088 -0.14524 -1.0869 -1.0671 -0.0523
O 1.79370 -0.22785 1.04666 0.2195 0.4240 0.6965
H 2.54445 -0.79499 -0.69274 0.2857 0.4073 -0.4255
H 0.97172 0.29439 -0.68719 0.5801 0.2427 -0.2530
F -3.41330 -0.14512 -0.38480 0.4600 0.1611 0.1307
S -2.47004 0.56027 0.74747 0.3181 -0.0575 -0.2147
H -1.25238 0.48417 0.11585 -0.7766 -0.1104 0.1184
```
Forces are in eV/Å.

Calculated values
Spin multiplicity: 1
LUMO level: 0.096 eV
Energy above the lowest of the compared OMol25 structures with the same formula, charge and spin: 169.5 kJ/mol
Structure (SMILES): C=O.FS
Gap between HOMO and LUMO: 0.3628 Eh
Energy: -16683.7305 eV
Charge: 0
HOMO: -9.78 eV

Atom charges from the Löwdin analysis, given in e for atoms 1 to 4:
1. C -0.149
2. O -0.003
3. H 0.081
4. H 0.067

Density functional theory data (ωB97M-V/def2-TZVPD) for a 2-piece molecular cluster, CH3FOS overall.

The geometry in XYZ format:
```
7
Properties=species:S:1:pos:R:3:forces:R:3
O 1.63044 0.39810 -0.60037 -0.0701 0.9066 -0.9157
C 0.77943 -0.33440 -0.21067 1.3205 -1.1610 1.2235
S -0.64240 -0.99401 -0.91020 -0.8260 0.4469 -1.7386
H 0.95254 -0.88937 0.72388 -0.2452 0.1067 0.4576
H -0.57517 -0.32042 -2.11729 -0.1060 -0.4309 0.8262
F -0.69704 1.24369 1.36146 0.4195 0.3187 -0.0730
H -1.44780 0.89641 1.75318 -0.4927 -0.1870 0.2198
```
Forces are in eV/Å.

Calculated values
Spin multiplicity: 1
LUMO level: 0.554 eV
Energy above the lowest of the compared OMol25 structures with the same formula, charge and spin: 21.7 kJ/mol
Structure (SMILES): O=CS.F
Gap between HOMO and LUMO: 0.3893 Eh
Energy: -16685.2620 eV
Charge: 0
HOMO: -10.04 eV

Atom charges from the Löwdin analysis, given in e for atoms 1 to 4:
1. O -0.004
2. C -0.804
3. S 0.801
4. H 0.067

Density functional theory data (ωB97M-V/def2-TZVPD) for a 2-piece molecular cluster, CH3FOS2 overall.

The geometry in XYZ format:
```
8
Properties=species:S:1:pos:R:3:forces:R:3
C 0.13855 0.18483 0.10439 1.4576 -1.3259 0.5327
O 2.38420 0.81576 1.62381 -0.4090 0.5381 -1.0994
F 1.39875 2.54449 -1.27707 0.5260 -1.8303 1.1726
S 2.99394 -1.31589 -0.23415 -1.2861 2.4606 -0.0961
S 2.02261 0.33748 0.30310 -0.0671 -1.3971 0.1606
H 0.01833 -0.89424 0.44304 -0.1542 1.4030 -0.5568
H -0.25714 0.90548 0.82176 0.0651 0.0392 -0.3794
H -0.02951 0.37384 -0.95594 -0.1323 0.1123 0.2658
```
Forces are in eV/Å.

Calculated values
Spin multiplicity: 1
LUMO level (spin up / spin down): -4.149 / -4.148 eV
Energy above the lowest of the compared OMol25 structures with the same formula, charge and spin: 353.3 kJ/mol
Gap between HOMO and LUMO (spin up / spin down): 0.2241 / 0.2239 Eh
Energy: -27516.1875 eV
Charge: 0
HOMO (spin up / spin down): -10.25 / -10.24 eV

Atom charges from the Löwdin analysis, given in e for atoms 1 to 4:
1. C -0.157
2. O -0.411
3. F -0.538
4. S 0.371